Record 1
This record from OMol25 describes a molecular structure, C40H45GeIKN2OPS2. The level of theory is ωB97M-V/def2-TZVPD.

```
94
Properties=species:S:1:pos:R:3:forces:R:3:lowdin_charge:R:1
K 1.061 -0.359 -0.961 -0.20 -1.86 0.06 0.563
S 5.930 -0.827 -2.336 -0.51 0.03 0.35 1.055
C 5.956 -0.652 -0.608 -0.41 -0.04 -0.24 -0.484
C 7.046 -0.573 0.234 0.13 0.00 0.28 -0.121
C 6.819 -0.465 1.598 0.19 -0.01 -0.18 -0.117
C 5.520 -0.452 2.095 -0.02 0.05 0.27 -0.100
C 4.426 -0.535 1.262 -0.11 0.01 -0.29 -0.011
C 4.626 -0.630 -0.116 1.43 0.05 0.46 -0.311
N 3.666 -0.743 -1.058 -0.56 -0.14 -0.69 0.037
C 4.122 -0.874 -2.263 1.15 0.15 1.04 -0.477
C 3.364 -1.059 -3.454 -1.18 -0.10 -1.26 -0.311
C 4.046 -1.445 -4.622 0.18 0.00 0.32 -0.113
C 3.363 -1.646 -5.797 0.08 -0.05 -0.32 -0.133
C 1.982 -1.467 -5.805 -0.04 -0.04 -0.09 -0.123
C 1.323 -1.112 -4.641 -0.17 0.18 0.05 -0.173
C 1.950 -0.862 -3.402 0.60 -0.16 -0.65 -0.113
H 8.051 -0.619 -0.162 0.10 0.05 0.00 0.095
H 7.659 -0.402 2.275 0.04 -0.01 0.06 0.088
H 5.360 -0.387 3.162 -0.01 0.00 0.11 0.094
H 3.421 -0.552 1.654 -0.17 -0.01 0.08 0.088
H 5.119 -1.611 -4.581 0.02 -0.04 -0.16 0.055
H 3.887 -1.954 -6.698 -0.01 0.04 0.08 0.084
H 1.429 -1.612 -6.731 0.00 -0.04 0.07 0.087
H 0.240 -1.005 -4.696 0.02 -0.02 -0.05 0.063
N -1.137 1.301 -3.621 0.62 -0.17 -0.18 0.113
C -2.391 1.668 -3.218 -0.48 0.07 0.41 -0.331
C -3.183 2.489 -4.029 0.00 0.10 -0.16 -0.064
C -4.478 2.809 -3.669 0.11 0.03 -0.07 -0.129
C -5.015 2.306 -2.495 -0.32 0.07 0.12 -0.120
C -4.242 1.491 -1.689 0.06 0.09 -0.17 -0.097
C -2.927 1.186 -2.009 0.12 0.01 -0.22 -0.285
P -1.940 0.071 -0.899 -0.94 -0.07 -0.28 1.059
C -2.375 0.915 0.655 0.16 0.03 0.19 -0.350
C -2.560 0.233 1.855 0.10 0.01 -0.04 -0.114
C -2.896 0.914 3.012 -0.17 0.01 0.11 -0.102
C -3.009 2.294 3.006 0.04 0.12 0.10 -0.118
C -2.743 2.991 1.836 -0.17 0.17 0.12 -0.126
C -2.435 2.306 0.675 0.08 0.02 -0.02 -0.111
C -2.975 -1.388 -0.994 0.23 0.34 0.29 -0.389
C -2.617 -2.294 -2.152 0.18 -0.13 -0.04 -0.476
C -3.815 -3.078 -2.592 -0.20 -0.08 -0.45 -0.154
C -4.828 -3.353 -1.741 0.01 0.06 -0.26 -0.179
C -4.929 -2.717 -0.483 -0.54 -0.22 0.66 -0.186
C -4.058 -1.685 -0.188 0.13 -0.05 -0.10 -0.176
H -0.665 1.867 -4.305 -0.03 -0.03 0.06 0.093
H -0.532 0.875 -2.932 -0.01 0.09 -0.16 0.024
H -2.770 2.868 -4.956 0.03 0.01 -0.07 0.094
H -5.075 3.445 -4.311 0.01 0.03 -0.04 0.085
H -6.029 2.554 -2.209 -0.07 -0.03 0.00 0.085
H -4.663 1.084 -0.779 -0.02 -0.05 0.06 0.109
H -2.425 -0.835 1.884 -0.07 -0.14 -0.04 0.084
H -3.081 0.362 3.924 0.06 -0.05 0.06 0.099
H -3.275 2.826 3.912 0.00 0.01 0.01 0.090
H -2.795 4.074 1.827 0.00 0.01 -0.02 0.095
H -2.234 2.851 -0.236 -0.04 0.08 -0.03 0.106
H -2.190 -1.714 -2.989 -0.08 -0.15 0.05 0.110
H -3.804 -3.476 -3.598 -0.06 -0.06 -0.07 0.059
H -5.643 -4.005 -2.049 0.10 -0.01 -0.10 0.082
H -5.762 -2.944 0.172 -0.01 0.04 0.04 0.054
H -4.255 -1.078 0.690 -0.02 0.01 -0.04 0.080
C 0.143 0.057 4.809 0.05 -0.20 -0.22 -0.243
Ge 0.389 -1.547 3.599 -0.03 0.04 0.59 0.744
C -1.120 -2.723 4.244 0.44 0.22 -0.34 -0.235
C 2.108 -2.263 4.432 -0.45 0.10 -0.48 -0.245
C 0.339 -1.074 1.742 0.18 -0.61 0.28 -0.392
H -0.174 -0.250 5.804 -0.04 -0.14 0.19 -0.004
H -0.606 0.736 4.415 -0.16 0.09 -0.13 -0.022
H 1.065 0.623 4.925 0.26 0.07 -0.03 -0.010
H -1.186 -2.753 5.329 0.10 0.08 0.20 -0.007
H -1.023 -3.743 3.881 0.06 -0.13 -0.10 -0.003
H -2.061 -2.334 3.863 -0.16 0.09 -0.09 -0.010
H 1.983 -2.486 5.488 -0.12 0.00 0.21 -0.010
H 2.884 -1.504 4.341 0.10 0.17 -0.02 -0.021
H 2.474 -3.156 3.929 -0.03 -0.14 -0.09 -0.007
H -0.337 -1.778 1.229 0.06 0.01 0.01 -0.065
H 1.341 -1.211 1.298 -0.02 -0.13 0.31 -0.107
I -0.790 -4.643 -3.119 0.05 0.01 0.03 0.601
C -1.517 -3.214 -1.623 0.10 -0.05 0.18 -0.562
H -0.636 -2.660 -1.300 0.03 -0.12 -0.01 0.006
H -1.897 -3.840 -0.816 0.07 0.05 -0.07 0.054
O 0.746 1.862 -0.518 -1.10 1.16 -0.78 -0.695
S 1.831 2.198 0.415 0.45 1.29 1.31 0.916
C 1.655 4.032 0.681 0.54 -0.34 0.02 -0.294
C 1.616 4.246 2.178 -0.10 0.07 0.10 -0.254
C 0.731 3.127 2.715 0.10 0.19 0.02 -0.233
C 1.259 1.844 2.110 -0.02 0.18 0.02 -0.333
H 0.709 4.292 0.205 -0.01 -0.15 -0.09 0.094
H 2.485 4.533 0.184 -0.07 0.05 -0.08 0.076
H 1.225 5.234 2.433 0.05 0.08 -0.02 0.105
H 2.625 4.162 2.589 0.02 0.03 0.08 0.108
H -0.297 3.290 2.387 -0.03 -0.02 0.07 0.089
H 0.744 3.090 3.805 -0.08 -0.08 0.04 0.109
H 0.538 1.000 2.053 0.23 -0.01 -0.25 0.034
H 2.139 1.486 2.642 0.17 -0.08 0.12 0.082
```
Forces are in eV/Å.

net charge = -2



Record 2
This record from OMol25 describes 2 unconnected molecules or ions with the total composition C2H4O2S. The level of theory is ωB97M-V/def2-TZVPD.

```
9
Properties=species:S:1:pos:R:3:forces:R:3:lowdin_charge:R:1
C -0.636 -0.876 0.919 3.62 0.58 -3.00 -0.093
C 0.275 -0.051 1.464 1.78 -0.23 -2.37 -0.103
O -0.587 1.708 -2.842 -2.78 2.97 -2.78 -0.414
O 1.244 0.096 -2.376 1.16 -0.97 0.12 -0.406
S 0.110 0.916 -1.911 1.59 -1.96 2.70 0.812
H -1.446 -1.109 1.528 -1.63 -0.76 0.30 0.018
H -0.380 -1.292 -0.182 -1.21 0.67 2.90 0.083
H 1.297 0.281 0.973 -2.36 -0.86 0.81 0.088
H 0.123 0.327 2.428 -0.18 0.56 1.31 0.016
```
Forces are in eV/Å.

energy relative to the best compared isomer or geometry (same formula, charge and spin) = 269.7 kJ/mol
multiplicity = 3
net charge = 0



Record 3
This record from OMol25 describes a molecular structure, C19H20N3O3PdS3Sb. The level of theory is ωB97M-V/def2-TZVPD.

```
50
Properties=species:S:1:pos:R:3:forces:R:3:lowdin_charge:R:1
Pd -2.256 -0.126 -2.786 0.45 0.81 0.18 0.371
S -5.852 -3.399 -3.323 0.08 -0.08 0.07 -0.272
Sb -3.935 -2.256 -2.692 -0.99 -0.53 -0.45 0.080
S -2.842 -1.405 -4.688 -0.03 -0.28 0.47 -0.165
S -4.521 -0.129 -1.825 0.20 -0.20 0.00 -0.174
C -1.546 4.778 0.214 -0.05 -0.06 -0.26 -0.056
N -1.824 4.098 -1.049 -0.01 -0.16 0.14 -0.147
C -2.075 4.870 -2.264 0.05 0.02 0.20 -0.044
C -1.899 2.740 -1.160 0.05 0.37 -0.34 -0.475
C -1.712 1.924 0.092 0.12 0.38 0.03 0.011
O -2.105 2.256 -2.278 0.26 -0.19 0.60 -0.053
H -1.209 5.790 -0.002 0.00 -0.03 -0.01 0.079
H -0.753 4.276 0.768 0.00 -0.03 -0.05 0.080
H -2.425 4.844 0.864 -0.01 -0.02 -0.08 0.090
H -2.116 5.925 -2.003 0.00 0.00 0.00 0.077
H -3.017 4.574 -2.722 -0.04 -0.03 0.03 0.091
H -1.291 4.712 -3.007 0.03 -0.03 0.04 0.091
H -2.196 2.391 0.949 0.02 0.02 0.01 0.084
H -0.645 1.814 0.320 -0.09 0.03 -0.04 0.085
H -2.136 0.948 -0.051 -0.18 -0.46 -0.15 0.039
O 0.216 -0.334 -3.038 0.38 -0.02 0.05 -0.030
C 0.251 -0.791 -1.897 -0.07 0.01 0.05 -0.584
N 1.389 -1.012 -1.148 -0.19 0.10 -0.10 0.139
C 1.051 -1.462 0.184 0.00 0.06 0.03 -0.268
C -0.524 -1.532 0.047 -0.33 0.00 0.02 -0.462
O -1.228 -1.918 0.961 0.17 0.17 -0.25 0.062
N -0.886 -1.096 -1.192 0.50 0.27 0.13 0.091
C 1.377 -0.408 1.258 -0.10 -0.19 -0.14 -0.157
C 1.941 0.818 0.925 0.03 0.10 0.06 -0.044
C 2.185 1.782 1.905 -0.03 -0.11 -0.05 -0.096
C 1.858 1.528 3.229 -0.03 -0.06 -0.07 -0.105
C 1.287 0.303 3.567 0.01 0.01 -0.06 -0.077
C 1.050 -0.655 2.592 0.02 -0.03 0.02 -0.026
C 1.656 -2.834 0.481 -0.05 0.08 0.04 -0.137
C 1.017 -3.990 0.036 -0.03 -0.04 -0.05 -0.008
C 1.594 -5.237 0.232 0.01 0.05 0.02 -0.075
C 2.820 -5.349 0.879 -0.05 0.06 -0.01 -0.102
C 3.466 -4.204 1.325 -0.10 0.04 -0.04 -0.090
C 2.883 -2.956 1.129 -0.02 -0.01 -0.03 -0.033
H 2.295 -1.100 -1.574 -0.03 -0.01 0.01 0.154
H 2.177 1.027 -0.110 0.00 0.00 0.02 0.109
H 2.630 2.732 1.626 -0.04 -0.07 0.01 0.097
H 2.038 2.277 3.992 0.00 -0.05 -0.04 0.094
H 1.020 0.095 4.597 0.01 0.01 -0.05 0.100
H 0.591 -1.601 2.855 0.00 0.04 -0.01 0.123
H 0.055 -3.913 -0.464 0.10 -0.03 0.06 0.124
H 1.079 -6.126 -0.116 0.03 0.05 0.02 0.103
H 3.266 -6.324 1.039 -0.02 0.04 -0.02 0.095
H 4.421 -4.281 1.832 -0.03 0.02 -0.01 0.096
H 3.384 -2.065 1.492 0.00 -0.02 0.00 0.114
```
Forces are in eV/Å.

energy relative to the best compared isomer or geometry (same formula, charge and spin) = 52.4 kJ/mol
multiplicity = 4
net charge = -1



Record 4
This record from OMol25 describes a molecular structure, C22H21N3O2Re. The level of theory is ωB97M-V/def2-TZVPD.

```
49
Properties=species:S:1:pos:R:3:forces:R:3:lowdin_charge:R:1
Re -0.267 0.376 -0.046 -0.21 0.28 -0.13 1.462
O -2.157 4.114 0.223 0.00 -0.01 -0.02 0.096
C -1.447 3.131 0.277 0.05 0.05 -0.05 -0.491
N -1.661 1.918 -0.277 -0.08 -0.18 0.25 -0.145
C -2.880 1.663 -1.007 0.04 -0.01 -0.06 -0.141
C -3.112 0.176 -1.026 -0.01 0.02 0.09 -0.222
C -4.344 -0.365 -1.359 0.00 -0.01 -0.02 0.002
C -4.520 -1.734 -1.331 0.01 0.00 0.00 -0.023
C -3.454 -2.542 -0.960 -0.01 0.01 -0.01 -0.030
C -2.253 -1.951 -0.644 0.04 -0.04 -0.11 -0.084
N -2.072 -0.616 -0.684 0.07 0.09 -0.19 -0.034
C -0.137 3.151 1.044 -0.04 -0.04 0.08 -0.162
C 0.281 4.289 1.699 -0.02 0.00 0.01 0.028
C 1.454 4.244 2.436 0.01 -0.01 0.00 -0.013
C 2.161 3.053 2.503 -0.01 0.01 0.01 -0.026
C 1.687 1.951 1.820 0.02 0.00 -0.05 -0.087
N 0.564 1.999 1.089 0.14 0.00 -0.08 -0.037
H -2.795 2.010 -2.046 -0.03 0.05 0.01 0.143
H -3.736 2.187 -0.575 -0.01 -0.03 0.03 0.137
H -5.155 0.300 -1.623 0.00 0.00 0.00 0.130
H -5.479 -2.168 -1.582 0.00 0.00 0.00 0.122
H -3.546 -3.617 -0.911 0.00 0.00 0.00 0.119
H -1.395 -2.540 -0.355 0.01 0.02 0.00 0.108
H -0.333 5.175 1.621 0.00 0.00 0.00 0.132
H 1.807 5.122 2.960 0.00 0.00 0.00 0.123
H 3.073 2.970 3.077 0.00 0.00 0.00 0.118
H 2.201 1.001 1.836 0.01 0.01 -0.02 0.116
C 2.997 0.030 -2.586 -0.05 -0.05 -0.20 -0.048
O 1.771 -0.413 -1.980 0.07 0.16 0.43 -0.156
C 0.875 0.503 -1.572 0.08 -0.35 -0.14 -0.412
C 0.794 1.728 -2.454 -0.07 0.00 0.04 -0.061
H 3.453 0.824 -1.996 0.00 -0.01 0.02 0.098
H 2.845 0.367 -3.611 -0.03 0.01 0.00 0.094
H 3.651 -0.837 -2.586 -0.02 -0.01 -0.01 0.098
H 1.721 2.302 -2.383 0.01 0.02 0.00 0.089
H -0.026 2.381 -2.171 0.00 -0.02 -0.01 0.062
H 0.668 1.424 -3.496 0.01 0.01 -0.01 0.098
C 0.557 -1.053 0.571 0.08 0.03 -0.04 -0.186
C 1.094 -2.283 1.081 -0.12 0.00 0.22 -0.308
C 1.653 -3.215 0.202 0.02 0.02 -0.04 -0.037
C 2.129 -4.420 0.691 0.01 -0.01 0.00 -0.064
C 2.056 -4.698 2.050 0.00 0.00 0.00 -0.062
C 1.507 -3.773 2.929 0.02 0.01 0.00 -0.066
C 1.024 -2.568 2.451 0.03 -0.03 -0.03 -0.040
H 1.710 -2.978 -0.853 -0.01 0.00 0.00 0.112
H 2.561 -5.143 0.012 0.00 0.00 0.00 0.111
H 2.431 -5.641 2.426 0.00 0.00 0.00 0.111
H 1.455 -3.994 3.987 0.00 0.00 0.00 0.111
H 0.590 -1.842 3.126 -0.02 -0.01 0.00 0.114
```
Forces are in eV/Å.

energy relative to the best compared isomer or geometry (same formula, charge and spin) = 29.0 kJ/mol
net charge = +1



For each record above, in turn, the calculated E values are -159136.2217; -17063.7698; -73167.2883; -33844.2677 eV.
For each record above, in turn, the calculated max |F| values are 1.89; 4.92; 1.20; 0.47 eV/A.